Record 1
A cluster of 3 separate species, C4H10NOS2 in total, computed with ωB97M-V/def2-TZVPD.

XYZ file:
```
18
Properties=species:S:1:pos:R:3
N -1.80 -1.31 -0.97
C -2.26 -0.13 -0.20
C -2.08 1.17 -0.93
O -2.92 2.00 -1.13
C -1.47 -0.07 1.23
S -1.33 -1.82 1.62
S 2.49 0.69 -0.38
C 4.19 0.47 -0.12
H -1.43 -2.08 -0.35
H -2.59 -1.62 -1.52
H 2.09 -0.66 0.97
H -3.29 -0.30 0.12
H -1.02 1.29 -1.31
H -1.88 0.65 1.92
H -0.46 0.37 1.13
H 4.77 1.11 -0.83
H 4.54 -0.59 -0.14
H 4.42 0.82 0.90
```

spin multiplicity: 1
net charge: +1
Kohn-Sham gap: 2.84 eV
LUMO: -9.462 eV
energy relative to the best compared isomer or geometry (same formula, charge and spin): 7.388 eV
E_tot: -29503.5615 eV

Let us look at the Löwdin charges, expressed in e, one per atom:
1. N 0.136
2. C -0.357
3. C -0.225
4. O 0.143
5. C -0.442
6. S 1.003
7. S 0.555
8. C -0.624
9. H -0.004
10. H 0.126
11. H 0.097
12. H 0.150
13. H 0.150
14. H 0.095
15. H 0.067
16. H 0.051
17. H 0.052
18. H 0.029

---

Record 2
The molecule C4H10NP, computed with ωB97M-V/def2-TZVPD.

XYZ file:
```
16
Properties=species:S:1:pos:R:3
C -1.65 -1.36 0.08
C -0.50 -2.17 0.50
C -0.49 1.82 -0.67
C 1.96 0.46 0.11
N -0.39 -0.71 0.29
P 0.42 0.22 -0.90
H -2.11 -1.41 -0.96
H -2.47 -1.04 0.75
H -0.43 -2.50 1.65
H -0.29 -2.98 -0.20
H -1.18 2.13 -1.58
H 0.24 2.57 -0.63
H -1.18 1.80 0.09
H 2.34 -0.55 0.46
H 1.73 0.97 0.96
H 2.72 1.07 -0.42
```

SMILES: CP(C)N1CC1
spin multiplicity: 1
Kohn-Sham gap: 8.98 eV
LUMO: 1.196 eV
energy relative to the best compared isomer or geometry (same formula, charge and spin): 1.493 eV
E_tot: -15086.8043 eV

Let us look at the Löwdin charges, expressed in e, one per atom:
1. C -0.272
2. C -0.187
3. C -0.286
4. C -0.303
5. N -0.351
6. P 0.809
7. H 0.111
8. H 0.102
9. H 0.142
10. H 0.090
11. H 0.077
12. H -0.002
13. H -0.011
14. H 0.057
15. H -0.018
16. H 0.042

---

> Number 1 is which compound?

C4H10NOS2